1.
A structure of composition CH3PS4 in a non-equilibrium geometry. Source: the Open Molecules 2025 dataset; level of theory: the ωB97M-V functional and the def2-TZVPD basis.

Its HOMO-LUMO gap is 6.70 eV. The energy above the lowest of the compared OMol25 structures with the same formula, charge and spin is 48.2 kcal/mol. For the highest occupied orbital energy, the calculation gives -8.41 eV.

Geometry as ORCA input:
```
! RIJCOSX wB97M-V def2-TZVPD def2/J DEFGRID3
* xyz 0 1
C -0.699 -0.364 1.120
P 0.893 -0.519 -2.534
S -1.024 0.213 -0.570
S 1.999 1.123 -2.154
S 0.872 -1.499 0.947
S 1.192 -2.056 -0.984
H -0.329 0.562 1.516
H -1.510 -0.831 1.544
H 2.146 1.546 -3.488
*
```

=====

2.
A structure of composition C2H9NO in a non-equilibrium geometry. Source: the Open Molecules 2025 dataset; level of theory: the ωB97M-V functional and the def2-TZVPD basis.

Its HOMO-LUMO gap (alpha / beta) is 3.31 / 9.84 eV. The energy above the lowest of the compared OMol25 structures with the same formula, charge and spin is 19.1 kcal/mol. For the highest occupied orbital energy (alpha / beta), the calculation gives 1.09 / -5.35 eV.

Geometry as ORCA input:
```
! RIJCOSX wB97M-V def2-TZVPD def2/J DEFGRID3
* xyz -1 2
H 1.370 0.263 -1.007
O 2.080 0.404 -1.962
N 0.703 -0.357 -0.100
H 2.994 0.559 -1.699
H 0.522 -1.241 -0.448
C -0.470 0.474 0.413
H -0.610 1.314 -0.356
H -0.138 0.946 1.315
H 1.476 -0.547 0.552
C -1.666 -0.342 0.745
H -2.518 0.498 1.018
H -2.200 -0.895 -0.026
H -1.543 -1.076 1.555
*
```

=====

3.
A cluster of 2 separate species, C2H8N2O in total in a non-equilibrium geometry. Source: the Open Molecules 2025 dataset; level of theory: the ωB97M-V functional and the def2-TZVPD basis.

As for the SMILES: C=O.NCN. Its HOMO-LUMO gap is 9.76 eV. The energy above the lowest of the compared OMol25 structures with the same formula, charge and spin is 62.1 kcal/mol. For the highest occupied orbital energy, the calculation gives -8.98 eV.

Geometry as ORCA input:
```
! RIJCOSX wB97M-V def2-TZVPD def2/J DEFGRID3
* xyz 0 1
C -4.298 -3.285 -1.581
O -4.355 -2.860 -2.698
H -4.387 -2.589 -0.733
H -3.809 -4.227 -1.219
N 1.530 0.895 1.744
C 2.411 1.412 0.634
N 1.651 1.583 -0.534
H 0.768 1.561 1.803
H 2.104 0.838 2.575
H 3.217 0.632 0.533
H 2.955 2.306 1.006
H 1.521 2.478 -0.988
H 0.694 1.256 -0.542
*
```

=====

4.
A cluster of 2 separate species, C5H12BrN2 in total in a non-equilibrium geometry. Source: the Open Molecules 2025 dataset; level of theory: the ωB97M-V functional and the def2-TZVPD basis.

Its HOMO-LUMO gap is 9.05 eV. The energy above the lowest of the compared OMol25 structures with the same formula, charge and spin is 71.9 kcal/mol. For the highest occupied orbital energy, the calculation gives -13.38 eV.

Geometry as ORCA input:
```
! RIJCOSX wB97M-V def2-TZVPD def2/J DEFGRID3
* xyz 1 1
C 1.863 -0.003 -0.876
C -2.406 0.718 -0.340
C -1.306 2.313 0.870
C 1.172 -1.258 1.075
C 0.725 -2.070 -1.158
N -1.271 1.158 0.050
N 1.273 -1.024 -0.418
Br 2.510 1.477 0.105
H -2.508 -0.103 -1.058
H 1.902 0.041 -1.995
H -3.336 1.228 0.021
H -0.594 2.353 1.811
H -0.998 3.130 0.239
H -2.310 2.620 1.235
H 0.536 -2.065 1.395
H 0.880 -0.333 1.704
H 2.235 -1.528 1.337
H 0.848 -1.774 -2.231
H -0.321 -1.844 -0.832
H 1.107 -3.035 -0.935
*
```

=====

5.
A cluster of 9 separate species, C23H54O9S4 in total in a non-equilibrium geometry. Source: the Open Molecules 2025 dataset; level of theory: the ωB97M-V functional and the def2-TZVPD basis.

Its HOMO-LUMO gap is 8.83 eV. The energy above the lowest of the compared OMol25 structures with the same formula, charge and spin is 0.0 kcal/mol. For the highest occupied orbital energy, the calculation gives -8.53 eV.

Geometry as ORCA input:
```
! RIJCOSX wB97M-V def2-TZVPD def2/J DEFGRID3
* xyz 0 1
C 0.397 3.056 2.761
S -1.048 2.582 3.681
O -2.078 1.969 2.815
C -0.292 1.149 4.540
H 0.349 3.902 2.048
H 0.769 2.166 2.222
H 1.147 3.430 3.432
H 0.013 0.415 3.770
H -1.148 0.776 5.070
H 0.483 1.615 5.083
C -1.095 -0.807 1.544
S 0.451 -0.055 0.956
O 1.254 -1.196 0.361
C -0.180 0.936 -0.407
H -0.998 -1.440 2.431
H -1.439 -1.500 0.789
H -1.816 -0.062 1.906
H -0.795 1.750 -0.008
H -0.707 0.319 -1.100
H 0.629 1.404 -0.978
C 2.039 5.418 -2.408
S 0.368 4.763 -2.299
O 0.445 3.265 -2.279
C 0.096 5.197 -0.537
H 2.564 5.034 -1.524
H 1.997 6.503 -2.378
H 2.445 4.983 -3.322
H 0.196 6.275 -0.310
H 0.907 4.659 -0.010
H -0.938 4.817 -0.344
C 0.392 -4.245 1.992
S 0.454 -5.161 0.445
O -0.385 -6.393 0.641
C -0.632 -4.123 -0.543
H 0.875 -4.848 2.773
H -0.618 -4.098 2.348
H 0.899 -3.258 1.836
H -0.876 -4.765 -1.372
H -0.138 -3.203 -0.863
H -1.547 -3.940 0.039
C 3.401 1.651 0.070
C 3.279 2.625 1.151
O 2.687 3.722 1.054
C 3.846 2.323 2.558
H 3.134 1.992 -0.949
H 2.585 0.883 0.354
H 4.404 1.149 0.189
H 4.931 2.237 2.459
H 3.302 1.496 2.969
H 3.671 3.198 3.203
C -5.878 -3.007 3.057
C -4.571 -2.576 2.463
O -3.615 -2.150 3.095
C -4.487 -2.663 0.923
H -6.523 -2.113 2.892
H -5.838 -3.233 4.101
H -6.321 -3.856 2.546
H -3.843 -1.845 0.578
H -5.456 -2.571 0.437
H -4.030 -3.623 0.759
C -3.683 2.126 -1.846
C -3.454 0.777 -2.470
O -2.868 -0.095 -1.877
C -4.084 0.509 -3.748
H -4.189 2.775 -2.544
H -2.725 2.575 -1.540
H -4.243 1.898 -0.955
H -3.252 0.463 -4.485
H -4.834 1.284 -4.022
H -4.525 -0.462 -3.777
C 4.609 -2.215 -0.968
C 4.943 -3.587 -0.352
O 5.343 -4.528 -1.019
C 4.628 -3.702 1.148
H 4.991 -2.092 -1.971
H 5.050 -1.411 -0.336
H 3.526 -2.045 -0.881
H 3.600 -3.392 1.409
H 5.259 -2.967 1.695
H 4.862 -4.698 1.534
C 1.233 0.786 -4.026
C -0.104 0.067 -4.327
O -1.038 0.517 -4.935
C -0.173 -1.361 -3.741
H 1.917 0.732 -4.864
H 1.762 0.390 -3.147
H 1.089 1.842 -3.914
H 0.657 -1.968 -4.067
H -1.104 -1.874 -4.079
H -0.312 -1.275 -2.605
*
```

=====

6.
A cluster of 2 separate species, C2H5NOS in total in a non-equilibrium geometry. Source: the Open Molecules 2025 dataset; level of theory: the ωB97M-V functional and the def2-TZVPD basis.

Its HOMO-LUMO gap (alpha / beta) is 7.51 / 7.86 eV. The energy above the lowest of the compared OMol25 structures with the same formula, charge and spin is 117.8 kcal/mol. For the highest occupied orbital energy (alpha / beta), the calculation gives -7.15 / -7.92 eV.

Geometry as ORCA input:
```
! RIJCOSX wB97M-V def2-TZVPD def2/J DEFGRID3
* xyz 0 1
C 0.323 -0.865 0.946
C -0.743 1.118 -0.587
N -1.390 -0.003 -2.471
O -1.773 0.681 -3.322
S -1.116 0.134 0.751
H 0.275 -1.840 1.423
H 0.856 -0.253 1.651
H 0.780 -0.924 -0.027
H -1.534 1.845 -0.843
H 0.305 1.330 -0.443
*
```

=====

7.
The ion C3H9N4O with charge +1 in a non-equilibrium geometry. Source: the Open Molecules 2025 dataset; level of theory: the ωB97M-V functional and the def2-TZVPD basis.

Its HOMO-LUMO gap is 8.68 eV. The energy above the lowest of the compared OMol25 structures with the same formula, charge and spin is 149.6 kcal/mol. For the highest occupied orbital energy, the calculation gives -13.01 eV.

Geometry as ORCA input:
```
! RIJCOSX wB97M-V def2-TZVPD def2/J DEFGRID3
* xyz 1 1
C -0.550 -1.492 0.503
C -1.061 1.257 -0.183
C -0.533 1.612 -2.514
N -1.888 -0.889 0.197
N -1.900 0.231 -0.149
N 0.530 -0.614 0.538
N 0.972 -0.346 1.936
O -0.589 1.954 -1.175
H -0.573 -1.971 1.548
H -0.462 -2.199 -0.357
H -1.076 1.853 0.820
H -0.366 2.586 -2.886
H -1.509 1.295 -2.992
H 0.162 0.764 -2.750
H 0.221 0.167 2.361
H 1.737 0.324 1.656
H 1.207 -1.222 2.378
*
```

=====

8.
The molecule C3H5N3O. Source: the Open Molecules 2025 dataset; level of theory: the ωB97M-V functional and the def2-TZVPD basis.

As for the SMILES: Nc1c[nH]c(O)n1. Its HOMO-LUMO gap is 8.51 eV. The energy above the lowest of the compared OMol25 structures with the same formula, charge and spin is 14.6 kcal/mol. For the highest occupied orbital energy, the calculation gives -7.62 eV.

Geometry as ORCA input:
```
! RIJCOSX wB97M-V def2-TZVPD def2/J DEFGRID3
* xyz 0 1
N 2.130 0.546 -0.163
C 0.822 0.110 0.001
C 0.342 -1.153 0.142
N -1.066 -1.027 0.133
C -1.289 0.306 -0.022
O -2.546 0.768 -0.084
N -0.213 1.035 -0.067
H 2.824 -0.049 0.264
H 2.250 1.520 0.073
H 0.817 -2.106 0.316
H -1.602 -1.681 -0.418
H -2.469 1.729 -0.173
*
```

=====

9.
A structure of composition C28H47BrN2OP2Sn in a non-equilibrium geometry. Source: the Open Molecules 2025 dataset; level of theory: the ωB97M-V functional and the def2-TZVPD basis.

Its HOMO-LUMO gap (alpha / beta) is 5.08 / 5.08 eV. The energy above the lowest of the compared OMol25 structures with the same formula, charge and spin is 5.5 kcal/mol. For the highest occupied orbital energy (alpha / beta), the calculation gives -19.84 / -19.84 eV.

Geometry as ORCA input:
```
! RIJCOSX wB97M-V def2-TZVPD def2/J DEFGRID3
* xyz 4 1
N 5.436 4.693 -2.907
C 5.514 4.456 -1.600
C 4.752 3.460 -0.976
C 3.900 2.661 -1.765
C 3.817 2.935 -3.143
C 4.624 3.963 -3.662
C 3.241 1.480 -1.155
Sn 1.131 0.805 -1.704
P 0.738 -1.785 -1.369
C 3.314 0.233 -1.904
C 3.601 -1.070 -1.275
C 3.854 -2.243 -2.090
C 3.663 -3.484 -1.583
C 2.922 -3.670 -0.305
C 3.443 -2.597 0.641
C 3.491 -1.251 0.080
Br 2.176 -2.635 2.133
H 3.350 1.454 -0.065
H 3.583 0.268 -2.962
H 4.868 3.295 0.093
H 3.183 2.366 -3.822
H 6.204 5.062 -1.009
H 4.597 4.176 -4.732
H 4.105 -2.073 -3.146
H 3.442 -0.405 0.772
H 3.878 -4.373 -2.181
H 4.420 -2.943 1.021
P -1.431 1.856 -2.195
C 1.392 -3.514 -0.690
C 1.057 -4.708 -1.579
H 0.820 -3.596 0.243
H 3.058 -4.674 0.119
H 1.656 -5.584 -1.283
H 0.005 -5.013 -1.494
H 1.299 -4.503 -2.631
C 0.348 -2.083 -3.172
C -0.861 -2.946 -3.531
H 1.261 -2.502 -3.620
H 0.219 -1.092 -3.635
H -0.944 -2.981 -4.626
H -0.754 -3.980 -3.187
H -1.804 -2.542 -3.142
C -0.959 -1.732 -0.615
C -1.607 -3.066 -0.245
H -1.606 -1.180 -1.314
H -0.883 -1.108 0.289
H -2.651 -2.881 0.045
H -1.623 -3.770 -1.086
H -1.116 -3.540 0.616
C -2.787 1.553 -0.985
C -4.073 2.346 -1.221
H -2.364 1.770 0.009
H -2.996 0.473 -1.010
H -3.987 3.386 -0.884
H -4.381 2.348 -2.274
H -4.886 1.886 -0.647
C -2.125 1.295 -3.808
C -1.086 1.234 -4.924
H -2.940 1.993 -4.056
H -2.576 0.305 -3.629
H -0.756 2.235 -5.221
H -0.199 0.652 -4.643
H -1.533 0.754 -5.801
C -1.414 3.685 -2.362
C -1.190 4.438 -1.049
H -2.369 3.973 -2.833
H -0.609 3.914 -3.079
H -0.837 5.452 -1.274
H -2.115 4.538 -0.468
H -0.433 3.958 -0.414
C 0.088 2.764 2.616
N 0.548 1.373 2.577
C 0.571 0.573 3.799
C 0.867 0.818 1.428
O 0.739 1.489 0.342
H -0.045 3.028 3.666
H -0.870 2.877 2.088
H 0.834 3.429 2.160
H -0.277 -0.132 3.822
H 1.504 -0.006 3.847
H 0.499 1.251 4.654
H 1.237 -0.224 1.454
*
```

=====

10.
A structure of composition C29H40BrN3ORhSb in a non-equilibrium geometry. Source: the Open Molecules 2025 dataset; level of theory: the ωB97M-V functional and the def2-TZVPD basis.

Its HOMO-LUMO gap (alpha / beta) is 6.29 / 6.29 eV. The energy above the lowest of the compared OMol25 structures with the same formula, charge and spin is 40.6 kcal/mol. For the highest occupied orbital energy (alpha / beta), the calculation gives -6.85 / -6.82 eV.

Geometry as ORCA input:
```
! RIJCOSX wB97M-V def2-TZVPD def2/J DEFGRID3
* xyz 0 1
Rh -0.174 1.199 1.526
Br 2.061 -9.356 -0.008
C 2.642 -7.678 -0.672
C 3.185 -7.593 -1.940
C 3.611 -6.361 -2.411
C 3.475 -5.206 -1.642
C 2.944 -5.322 -0.352
C 2.533 -6.552 0.129
N 3.991 -4.018 -2.220
N 3.825 -2.867 -1.758
C 2.626 -2.381 -1.222
C 1.381 -2.995 -1.320
C 0.230 -2.428 -0.809
C 0.248 -1.195 -0.128
O -0.803 -0.652 0.349
C 1.538 -0.536 -0.035
N 1.570 0.679 0.586
C 2.696 1.355 0.651
C 3.887 0.867 0.089
C 3.892 -0.350 -0.525
C 2.695 -1.101 -0.605
H 3.283 -8.479 -2.551
H 4.056 -6.268 -3.393
H 2.869 -4.454 0.287
H 2.127 -6.636 1.128
H 1.310 -3.940 -1.841
H -0.727 -2.921 -0.922
H 2.656 2.309 1.156
H 4.785 1.465 0.160
H 4.789 -0.760 -0.968
C -0.673 5.189 -1.133
C -1.927 4.348 -0.906
C -2.645 4.786 0.368
Sb -1.402 2.263 -0.699
C -0.553 1.784 -2.631
C 0.947 2.062 -2.678
C -1.281 2.464 -3.786
C -3.337 1.313 -0.921
C -3.833 0.836 0.442
C -4.386 2.168 -1.625
H -0.923 6.255 -1.144
H -0.182 4.956 -2.079
H 0.055 5.033 -0.331
H -2.597 4.448 -1.763
H -1.999 4.653 1.241
H -3.563 4.221 0.547
H -2.913 5.846 0.317
H -0.711 0.703 -2.700
H 1.160 3.131 -2.592
H 1.362 1.725 -3.633
H 1.488 1.551 -1.883
H -1.250 3.553 -3.697
H -2.326 2.162 -3.850
H -0.805 2.204 -4.737
H -3.115 0.435 -1.533
H -4.027 1.681 1.111
H -3.108 0.176 0.920
H -4.773 0.286 0.335
H -4.631 3.059 -1.043
H -5.314 1.600 -1.744
H -4.072 2.497 -2.615
C -1.575 1.528 3.756
C -0.628 0.370 4.097
C -0.159 0.481 5.546
C -1.306 -0.990 3.864
C 0.485 0.498 3.099
H -2.579 1.457 4.180
H -1.782 1.647 2.659
H -1.113 2.455 4.090
H -1.013 0.432 6.227
H 0.364 1.423 5.721
H 0.519 -0.338 5.795
H -2.150 -1.110 4.550
H -0.603 -1.804 4.050
H -1.663 -1.081 2.837
H 1.334 -0.182 3.234
*
```

=====

11.
A structure of composition C6H14CsN2O2. Source: the Open Molecules 2025 dataset; level of theory: the ωB97M-V functional and the def2-TZVPD basis.

Its HOMO-LUMO gap is 9.99 eV. The energy above the lowest of the compared OMol25 structures with the same formula, charge and spin is 0.0 kcal/mol. For the highest occupied orbital energy, the calculation gives -12.85 eV.

Geometry as ORCA input:
```
! RIJCOSX wB97M-V def2-TZVPD def2/J DEFGRID3
* xyz 1 1
Cs -1.409 1.346 2.871
C -0.936 2.146 -2.171
C -1.615 1.482 -1.006
O -1.801 2.080 0.056
N -2.008 0.214 -1.196
C -2.743 -0.570 -0.224
H 0.090 2.391 -1.903
H -1.470 3.067 -2.392
H -0.917 1.518 -3.061
H -1.845 -0.212 -2.092
H -2.083 -1.275 0.285
H -3.565 -1.068 -0.730
H -3.160 0.097 0.530
C 2.414 0.851 0.471
C 1.595 -0.339 0.893
O 0.385 -0.246 1.137
N 2.226 -1.519 0.919
C 1.565 -2.737 1.362
H 3.351 0.562 -0.008
H 2.652 1.488 1.321
H 1.836 1.426 -0.249
H 3.215 -1.543 0.747
H 0.890 -3.114 0.597
H 1.009 -2.556 2.279
H 2.324 -3.488 1.563
*
```

=====

12.
A cluster of 2 separate species, C2H3OPS in total in a non-equilibrium geometry. Source: the Open Molecules 2025 dataset; level of theory: the ωB97M-V functional and the def2-TZVPD basis.

Its HOMO-LUMO gap (alpha / beta) is 7.88 / 7.88 eV. The energy above the lowest of the compared OMol25 structures with the same formula, charge and spin is 78.5 kcal/mol. For the highest occupied orbital energy (alpha / beta), the calculation gives -9.40 / -9.40 eV.

Geometry as ORCA input:
```
! RIJCOSX wB97M-V def2-TZVPD def2/J DEFGRID3
* xyz 0 1
C 1.561 -1.491 -0.198
C 2.376 -0.660 0.037
O -2.541 -0.175 1.504
P -1.726 1.032 -1.097
S -2.275 1.135 0.898
H 0.766 -2.281 -0.250
H 3.161 -0.027 0.130
H -1.322 2.467 -1.023
*
```

=====

For the records above, the corresponding DFT total energy values read -53713.818, -5755.038, -7229.635, -78393.268, -86490.879, -16523.273, -11252.166, -9709.951, -129233.343, -116824.023, -14069.145, -24289.932 eV.